Record 1
6
Properties=species:S:1:pos:R:3 method="wB97M-V/def2-TZVPD" homo_lumo_gap_ha=0.325 total_charge=-1 relative_energy_kj_mol=127.5 e_lumo_ev=4.63 energy_ev=-15927.899 e_homo_ha=-0.1549
C -0.40 -0.04 -1.20
N -0.26 -0.77 -2.10
O 0.58 -0.69 1.32
O -1.38 1.44 0.68
P -0.08 1.09 0.18
H 1.53 -1.04 1.12

Record 2
6
Properties=species:S:1:pos:R:3 method="wB97M-V/def2-TZVPD" homo_lumo_gap_ha="0.294 / 0.294" total_charge=-1 relative_energy_kj_mol=269.9 e_lumo_ev="4.26 / 4.26" smiles=N#CP([O-])O energy_ev=-15926.424 e_homo_ha="-0.1374 / -0.1375"
N -1.45 1.42 1.45
C -0.83 0.88 0.64
P -0.21 0.12 -0.83
O -0.62 -1.86 -0.28
O 1.43 0.17 -0.57
H 1.68 -0.74 -0.40